{
  "formula": "CH4N2O2S",
  "method": "ωB97M-V with the def2-TZVPD basis set",
  "symbols": ["C", "N", "N", "O", "O", "S", "H", "H", "H", "H"],
  "xyz": [[1.585, 0.315, 0.049], [-2.366, 0.148, -0.658], [-1.129, 1.021, 1.086], [-3.055, -0.733, -0.336], [-0.845, -0.309, -1.072], [-0.238, 0.066, 0.367], [2.073, -0.328, 0.758], [1.815, -0.163, -0.890], [2.137, 1.238, -0.002], [0.022, -1.255, 0.698]],
  "forces_ev_per_a": [[-0.2, -0.8, -0.5], [-4.0, -1.4, 0.8], [2.0, -1.7, -0.6], [2.6, 2.1, -1.2], [1.3, -0.6, 0.5], [-0.2, 1.9, 0.1], [0.0, -0.2, 0.8], [-0.4, -0.3, -0.6], [-0.8, 0.9, 0.4], [-0.4, 0.2, 0.4]],
  "lowdin_charge": [-0.181, 0.001, -0.336, 0.096, -0.411, 0.649, 0.036, 0.043, 0.055, 0.049],
  "relative_energy_kcal_mol": 169.3,
  "charge": 0,
  "orbital_gap_ev": 8.6
}

{
  "formula": "C29H34ClF15IN2O11PS2",
  "method": "ωB97M-V with the def2-TZVPD basis set",
  "symbols": ["O", "P", "Cl", "C", "C", "S", "C", "C", "C", "C", "I", "C", "C", "N", "S", "N", "C", "H", "H", "H", "H", "H", "H", "H", "H", "H", "C", "C", "O", "C", "O", "C", "F", "F", "F", "H", "H", "H", "H", "H", "C", "C", "O", "C", "O", "C", "F", "F", "F", "H", "H", "H", "H", "H", "C", "C", "O", "C", "O", "C", "F", "F", "F", "H", "H", "H", "H", "H", "C", "C", "O", "C", "O", "C", "F", "F", "F", "H", "H", "H", "H", "H", "C", "C", "O", "C", "O", "C", "F", "F", "F", "H", "H", "H", "H", "H"],
  "xyz": [[-2.827, -0.753, -3.429], [-2.479, 0.850, -2.839], [-3.775, 2.089, -3.982], [-2.998, 0.818, -1.009], [-2.387, -0.236, -0.016], [-1.133, -1.404, -0.775], [-2.792, -0.327, 1.530], [-2.143, -1.462, 2.465], [-3.144, -2.074, 3.564], [-3.794, -3.489, 3.173], [-2.347, -5.069, 2.755], [-3.821, 0.719, 2.095], [-4.457, 1.814, 1.164], [-5.396, 2.875, 1.476], [-5.728, 3.783, 0.052], [-4.728, 2.921, -1.027], [-4.043, 1.840, -0.365], [-3.391, -1.134, -2.707], [-0.374, -0.570, -1.590], [-1.754, -2.286, 1.774], [-1.209, -1.038, 3.008], [-2.548, -2.228, 4.535], [-4.016, -1.357, 3.827], [-4.596, -3.373, 2.346], [-4.386, -3.841, 4.107], [-4.126, 0.715, 3.209], [5.280, -1.597, -0.933], [4.096, -0.652, -0.884], [3.125, -1.108, 0.073], [3.364, -0.782, 1.362], [4.322, -0.153, 1.736], [2.232, -1.281, 2.255], [1.858, -2.547, 1.963], [1.123, -0.520, 2.134], [2.556, -1.277, 3.563], [4.948, -2.620, -1.128], [5.981, -1.297, -1.716], [5.813, -1.611, 0.021], [3.597, -0.638, -1.856], [4.406, 0.373, -0.666], [0.670, -6.082, 1.329], [1.700, -7.161, 1.598], [1.485, -8.291, 0.738], [1.998, -8.194, -0.508], [2.601, -7.235, -0.919], [1.742, -9.479, -1.292], [0.479, -9.935, -1.141], [2.559, -10.480, -0.896], [1.936, -9.328, -2.616], [-0.343, -6.487, 1.414], [0.782, -5.257, 2.035], [0.770, -5.686, 0.316], [1.595, -7.522, 2.624], [2.720, -6.781, 1.493], [-5.292, -2.800, 9.643], [-4.622, -2.823, 8.284], [-5.603, -2.773, 7.236], [-6.072, -1.546, 6.920], [-5.721, -0.527, 7.459], [-7.062, -1.636, 5.762], [-7.943, -2.648, 5.909], [-6.437, -1.843, 4.580], [-7.796, -0.517, 5.614], [-6.030, -3.603, 9.722], [-4.554, -2.919, 10.439], [-5.826, -1.860, 9.804], [-4.076, -3.761, 8.159], [-3.897, -2.012, 8.178], [0.206, 4.740, -6.280], [0.994, 5.074, -5.029], [1.248, 3.887, -4.261], [2.303, 3.142, -4.654], [3.013, 3.411, -5.590], [2.486, 1.947, -3.723], [1.319, 1.327, -3.439], [3.023, 2.309, -2.536], [3.300, 1.003, -4.235], [-0.710, 4.201, -6.025], [-0.058, 5.650, -6.824], [0.782, 4.093, -6.947], [0.406, 5.741, -4.393], [1.926, 5.594, -5.265], [6.845, 7.049, -4.957], [5.923, 7.494, -6.075], [4.636, 7.861, -5.554], [4.533, 9.111, -5.051], [5.439, 9.904, -5.016], [3.105, 9.380, -4.583], [2.588, 8.349, -3.879], [2.266, 9.591, -5.621], [3.010, 10.465, -3.792], [6.384, 6.246, -4.376], [7.796, 6.694, -5.359], [7.047, 7.869, -4.263], [5.757, 6.664, -6.766], [6.357, 8.314, -6.654]],
  "forces_ev_per_a": [[-0.8, 2.2, 2.3], [0.6, -1.2, -0.7], [0.2, -0.8, 1.0], [-1.5, -1.2, 4.2], [-1.9, 3.1, -1.2], [-0.6, 1.0, 0.9], [-2.3, 3.1, -0.5], [-0.1, 0.6, -0.3], [0.2, -0.4, 0.2], [-1.8, 1.2, 1.1], [-0.8, 0.9, 0.1], [1.6, -1.1, -2.5], [0.0, 0.8, -1.5], [2.4, -2.3, -2.0], [3.3, -4.4, 0.9], [1.0, -2.0, 2.4], [-1.2, 1.5, 0.8], [0.5, 0.0, -1.1], [-0.9, -0.2, 0.8], [-0.6, 1.1, 1.0], [-1.6, -0.5, -1.0], [-0.9, 0.2, -1.5], [1.5, -1.2, -0.6], [1.7, -0.4, 1.1], [1.1, 0.4, -1.6], [0.6, -0.1, -2.1], [0.1, -0.2, 0.3], [0.6, 0.1, -0.6], [-0.4, 0.1, 1.2], [1.3, 0.6, -1.5], [-1.0, -0.6, 0.3], [-1.4, -0.8, 1.3], [0.4, 0.5, -0.2], [0.6, 0.0, -0.3], [0.3, 0.2, -0.8], [0.0, 0.1, -0.1], [-0.1, 0.0, 0.0], [0.0, 0.1, -0.1], [-0.2, -0.1, 0.3], [-0.1, -0.2, 0.2], [0.0, 0.0, -0.3], [0.0, 0.6, 0.5], [0.4, -0.5, -1.0], [0.3, 1.5, 1.3], [-0.4, -1.1, -0.2], [-0.5, -1.6, -1.2], [0.5, 0.5, 0.2], [-0.1, 0.7, 0.2], [0.1, 0.4, 0.8], [0.2, -0.1, 0.0], [0.0, -0.1, 0.0], [0.1, 0.0, 0.1], [0.0, -0.3, -0.3], [-0.1, -0.1, -0.2], [-0.3, 0.2, 0.0], [0.5, -0.1, 0.7], [-0.6, 0.7, -0.8], [1.4, -0.2, 1.4], [-0.7, -0.6, -0.8], [-1.7, 0.0, -1.3], [0.6, 0.3, 0.3], [0.2, 0.1, 0.6], [0.7, -0.4, 0.4], [0.2, 0.0, 0.0], [0.0, 0.0, -0.1], [0.2, 0.0, 0.0], [-0.3, 0.1, -0.3], [-0.3, 0.0, -0.1], [0.0, -0.4, -0.1], [-0.3, 0.7, -0.5], [0.9, -1.0, 0.3], [-0.5, 1.9, -1.0], [-0.2, -0.7, 0.9], [0.1, -1.7, 1.0], [0.3, 0.5, -0.3], [-0.2, 0.3, -0.5], [-0.3, 0.8, -0.1], [0.0, 0.2, 0.0], [0.0, 0.0, 0.1], [0.0, 0.2, 0.0], [0.1, -0.3, 0.2], [0.0, -0.3, 0.1], [-0.1, 0.1, 0.3], [0.7, -0.3, -0.2], [-0.7, 0.9, 0.4], [1.8, -0.6, -0.8], [-1.1, -0.3, 0.2], [-1.9, 0.5, 0.8], [0.5, 0.2, -0.3], [0.7, -0.2, 0.1], [0.6, -0.5, -0.5], [0.0, 0.0, -0.2], [-0.1, 0.0, 0.0], [0.0, 0.0, -0.2], [-0.3, 0.1, 0.2], [-0.2, 0.1, 0.2]],
  "lowdin_charge": [-0.412, 0.580, 0.138, -0.330, -0.439, 0.711, -0.125, -0.200, -0.290, -0.643, 0.838, 0.053, -0.255, -0.293, 0.923, -0.330, -0.258, 0.038, -0.119, 0.042, 0.122, 0.111, 0.089, 0.076, 0.047, 0.108, -0.056, -0.206, 0.018, -0.363, 0.168, -0.504, 0.143, 0.141, 0.157, 0.085, 0.085, 0.078, 0.117, 0.125, -0.121, -0.197, 0.022, -0.364, 0.164, -0.509, 0.153, 0.155, 0.157, -0.007, 0.053, 0.086, 0.128, 0.127, -0.061, -0.207, 0.014, -0.366, 0.167, -0.506, 0.156, 0.142, 0.162, 0.085, 0.084, 0.079, 0.126, 0.126, -0.056, -0.202, 0.023, -0.365, 0.163, -0.507, 0.135, 0.151, 0.151, 0.082, 0.084, 0.078, 0.128, 0.119, -0.061, -0.204, 0.014, -0.365, 0.167, -0.508, 0.147, 0.154, 0.159, 0.083, 0.084, 0.078, 0.127, 0.126],
  "charge": 0,
  "smiles": "OP(Cl)c1c(S)c(CCCI)cc2nsnc12.CCOC(=O)C(F)(F)F.CCOC(=O)C(F)(F)F.CCOC(=O)C(F)(F)F.CCOC(=O)C(F)(F)F.CCOC(=O)C(F)(F)F",
  "orbital_gap_ev": 6.9
}

{
  "formula": "C6H8F4NO2",
  "method": "ωB97M-V with the def2-TZVPD basis set",
  "symbols": ["C", "C", "C", "C", "C", "C", "N", "O", "O", "F", "F", "F", "F", "H", "H", "H", "H", "H", "H", "H", "H"],
  "xyz": [[-2.224, 3.199, -2.188], [-0.642, 0.926, 2.288], [-0.120, -0.408, 1.923], [-1.030, 1.766, 1.125], [-0.440, -0.411, 0.308], [2.706, -3.212, -1.630], [-0.822, 0.934, -0.061], [-1.921, 3.842, -3.075], [-2.523, 2.511, -1.310], [3.741, -4.026, -1.325], [2.530, -2.328, -0.619], [1.629, -3.970, -1.765], [0.009, 1.509, -0.865], [2.924, -2.695, -2.546], [-0.958, 1.198, 3.210], [0.890, -0.453, 2.091], [-0.596, -1.208, 2.499], [-2.066, 2.150, 1.231], [-0.310, 2.564, 1.022], [0.501, -0.801, -0.344], [-1.278, -1.086, 0.028]],
  "forces_ev_per_a": [[-0.3, -0.7, 0.4], [-0.2, -1.2, -3.8], [-3.6, 1.4, -2.7], [0.7, -2.2, 0.1], [2.1, -2.1, -0.4], [1.0, -0.7, 0.1], [-3.7, -1.7, 3.1], [0.5, 1.2, -1.5], [-0.5, -0.2, 0.8], [-0.5, 0.6, 0.1], [-0.1, -0.3, -0.1], [-0.4, 0.1, 0.3], [3.4, 2.0, -2.7], [0.1, 0.4, -0.4], [-0.4, 0.9, 3.2], [3.0, -0.2, 0.7], [0.0, 0.1, 0.1], [0.4, 0.1, 0.0], [0.2, 1.1, 0.4], [-2.2, 1.2, 1.7], [0.6, 0.3, 0.6]],
  "lowdin_charge": [-0.415, 0.258, -0.023, -0.055, -0.062, -0.466, -0.226, 0.258, 0.181, 0.109, 0.076, 0.128, 0.037, 0.160, 0.115, 0.118, 0.157, 0.174, 0.176, 0.169, 0.131],
  "relative_energy_kcal_mol": 59.2,
  "charge": 1,
  "orbital_gap_ev": [6.1, 6.1]
}

{
  "formula": "C3H7N3O",
  "method": "ωB97M-V with the def2-TZVPD basis set",
  "symbols": ["C", "N", "C", "N", "C", "O", "N", "H", "H", "H", "H", "H", "H", "H"],
  "xyz": [[1.890, 0.714, -0.388], [0.479, 0.799, -0.647], [-0.090, -0.216, -0.112], [0.657, -1.161, 0.595], [-1.545, -0.262, 0.226], [-1.941, -1.097, 1.028], [-2.313, 0.679, -0.362], [2.411, -0.046, -0.984], [1.825, 0.047, 0.632], [2.377, 1.692, -0.571], [0.121, -1.590, 1.332], [1.225, -1.813, 0.068], [-1.855, 1.446, -0.833], [-3.240, 0.806, 0.014]],
  "forces_ev_per_a": [[0.3, -0.6, 0.8], [-0.3, -0.7, -0.1], [0.3, 0.1, 0.5], [-0.7, -0.6, 0.0], [-0.3, -0.1, 0.1], [-0.2, 0.3, -0.3], [-0.1, 0.0, 0.1], [-0.1, 0.2, -0.5], [1.5, 2.5, -1.2], [-0.2, -0.7, 0.6], [-0.3, -0.5, -0.2], [0.0, 0.2, 0.1], [0.0, -0.1, 0.0], [0.1, 0.0, -0.1]],
  "lowdin_charge": [-0.158, 0.038, -0.366, 0.076, -0.487, 0.045, 0.173, 0.068, 0.111, 0.074, 0.097, 0.118, 0.097, 0.114],
  "relative_energy_kcal_mol": 31.4,
  "charge": 0,
  "smiles": "C/N=C(\\N)C(N)=O",
  "orbital_gap_ev": 10.6
}